C5H8OS2 | ωB97M-V with the def2-TZVPD basis set

Bonds (Å) are listed after each position.
CARTESIAN COORDINATES (ANGSTROEM)
1 C 1.664 -0.592 0.268  C2 1.459, H9 1.192, H10 1.316, H11 1.337
2 C 0.283 -0.139 0.401  C1 1.459, C3 1.573, O5 1.388, C6 1.591
3 C 0.265 1.172 -0.469  C2 1.573, S4 1.722, H12 1.007, H13 1.061
4 S 1.118 2.531 0.156  C3 1.722, H14 1.501
5 O -0.458 -0.364 1.553  C2 1.388, C6 1.553
6 C -1.014 -1.050 0.276  C2 1.591, O5 1.553, C7 1.551, H15 1.113
7 C -2.375 -0.466 -0.186  C6 1.551, S8 1.762, H16 1.028
8 S -3.546 -1.713 -0.607  C7 1.762
9 H 1.864 -0.225 -0.848  C1 1.192
10 H 2.312 -0.120 1.311  C1 1.316
11 H 1.524 -1.911 0.099  C1 1.337
12 H -0.670 1.546 -0.449  C3 1.007
13 H 0.271 0.974 -1.512  C3 1.061
14 H 2.510 2.014 -0.061  S4 1.501
15 H -1.036 -2.146 0.084  C6 1.113
16 H -2.713 0.490 -0.015  C7 1.028

- Kohn-Sham gap: 7.89 eV
- Relative energy (zero: lowest compared OMol25 entry of this formula, charge and spin): 135.1 kcal per mole
- M: 148.25 g/mol
- Structure (SMILES): C[C@]1(CS)O[C@H]1C=S